DFT (wB97M-V/def2-TZVPD) results for a molecular structure, C39H54N5OsS2SbSi4 in a non-equilibrium geometry.

Structure (XYZ):
```
106
Properties=species:S:1:pos:R:3:forces:R:3
Os -0.321706 -0.408733 0.303132 2.3 -0.4 -0.7
C -0.187667 2.031593 -4.305772 0.2 -0.1 -0.1
Sb 0.389109 1.898223 -2.242368 -0.3 0.0 0.2
C -0.962341 0.150586 -1.712941 0.0 0.3 -0.2
C -0.103974 -0.935105 -2.291447 -0.9 0.9 -0.2
C -0.202648 -1.522463 -3.553976 0.4 -0.3 0.2
C 0.644629 -2.580229 -3.823775 -0.1 0.0 -0.1
C 1.519717 -3.042280 -2.839326 0.1 0.0 0.0
C 1.531262 -2.429853 -1.606942 0.2 0.3 0.1
N 0.762556 -1.357609 -1.367389 -0.8 -0.6 0.0
Si -2.786622 0.048766 -2.289512 0.1 -0.1 0.1
C -3.350140 -1.730940 -2.619961 0.0 -0.1 -0.1
C -3.890247 0.826804 -0.994815 -0.1 0.1 0.1
C -3.168833 0.830265 -3.959842 0.0 0.0 -0.2
C -0.095722 4.024367 -1.685713 0.0 -0.1 0.2
C -0.586850 4.019438 -0.258427 0.1 0.0 -0.2
C -0.436252 5.119746 0.597272 0.0 0.0 0.0
C -1.058941 5.120650 1.830197 0.0 0.0 0.0
C -1.819691 4.021126 2.205271 0.0 0.0 0.0
C -1.884746 2.958969 1.323723 0.2 0.0 0.1
N -1.278800 2.944416 0.134927 0.0 0.0 0.0
Si 1.619027 4.836489 -1.936501 -0.1 -0.1 0.0
C 2.831856 4.184084 -0.670892 0.0 0.0 0.1
C 2.324649 4.405570 -3.618263 0.0 0.0 -0.1
C 1.631712 6.710066 -1.830509 0.0 0.1 0.0
Si -1.476312 4.947083 -2.631957 0.1 0.0 0.0
C -1.958383 6.534837 -1.760474 0.0 0.1 0.1
C -3.035587 3.926921 -2.651982 -0.1 0.0 0.1
C -0.959744 5.466216 -4.355591 0.1 0.0 -0.1
H -0.366710 1.030603 -4.692225 0.0 0.0 0.0
H 0.631240 2.482010 -4.864289 0.0 0.0 0.0
H -1.082393 2.627110 -4.438241 0.0 0.0 0.0
H -0.937205 -1.177444 -4.267283 0.0 0.0 0.0
H 0.617664 -3.067725 -4.790430 0.0 0.0 0.0
H 2.173131 -3.883129 -3.023302 0.0 0.0 0.0
H 2.166962 -2.758729 -0.796557 -0.1 0.0 0.0
H -4.172022 -1.990338 -1.948730 0.0 0.0 0.0
H -2.572673 -2.480757 -2.472076 0.0 0.0 0.0
H -3.713776 -1.821286 -3.648103 0.0 0.0 0.0
H -4.156980 0.101232 -0.224552 0.0 0.0 0.0
H -4.816143 1.177365 -1.459985 0.0 0.0 0.0
H -3.414229 1.678513 -0.505272 0.0 0.0 -0.1
H -2.727455 0.255794 -4.779275 0.0 0.0 0.0
H -2.897087 1.869655 -4.095155 -0.1 -0.1 -0.1
H -4.256295 0.758298 -4.073164 0.0 0.0 0.0
H 0.134935 5.979502 0.278812 0.0 0.0 0.0
H -0.950064 5.971066 2.492522 0.0 0.0 0.0
H -2.330585 3.972110 3.156864 0.0 0.0 0.0
H -2.432869 2.064185 1.589494 -0.1 -0.1 0.0
H 3.294266 3.258933 -1.021064 0.0 0.0 0.0
H 2.352307 3.972672 0.285627 0.1 0.1 -0.2
H 3.626068 4.913963 -0.490820 0.0 0.0 0.0
H 2.540454 3.339274 -3.716691 0.0 0.0 0.0
H 3.279454 4.931780 -3.713250 0.0 0.0 0.0
H 1.695108 4.706268 -4.456180 0.0 0.0 0.0
H 1.619014 7.076638 -0.802234 0.0 0.0 0.0
H 0.811887 7.186044 -2.369794 0.1 0.0 0.0
H 2.564725 7.057780 -2.283885 0.0 0.0 0.0
H -2.375959 6.337166 -0.771964 0.0 0.0 0.0
H -2.743419 7.008474 -2.359362 0.0 0.0 0.0
H -1.149538 7.257618 -1.646077 0.0 0.0 0.0
H -3.696335 4.253521 -1.844734 0.0 0.0 0.0
H -2.830416 2.874572 -2.485378 0.0 0.0 0.1
H -3.581749 4.027019 -3.593421 0.0 0.0 0.0
H -0.217511 6.268189 -4.311744 0.0 0.0 0.0
H -1.838878 5.865942 -4.870267 0.0 0.0 0.0
H -0.551447 4.666106 -4.970191 0.0 0.0 0.0
S -2.148627 -1.709914 0.255180 -0.4 -0.1 0.0
C -1.679801 -3.288922 0.853567 -0.1 0.0 0.0
C -2.590365 -4.338307 0.776270 0.0 0.1 0.0
C -2.266180 -5.584375 1.286615 -0.1 -0.1 0.0
C -3.217360 -6.659989 1.185225 0.1 0.1 0.1
N -3.986966 -7.509695 1.109275 0.0 0.0 0.0
C -1.015153 -5.776307 1.894958 0.0 -0.2 0.0
C -0.110885 -4.731067 1.966670 0.0 0.1 0.0
C -0.423779 -3.483465 1.423811 0.0 -0.1 0.1
S 0.728001 -2.180642 1.480117 0.2 -0.3 0.3
C -0.649473 -7.058563 2.441202 -0.1 0.2 0.0
N -0.345736 -8.071085 2.890473 0.0 0.0 0.0
H -3.556818 -4.184588 0.312359 0.0 0.0 0.0
H 0.849017 -4.889231 2.440677 0.0 0.0 0.0
C 2.674529 0.127066 3.565258 -0.1 -0.1 0.1
Si 1.813867 1.013961 2.170463 0.2 0.0 0.0
C 1.987974 2.851610 2.449923 -0.1 0.1 0.1
C 2.738462 0.551518 0.610948 -0.1 -0.2 -0.2
N 0.110396 0.471931 1.975871 -1.2 0.6 0.9
C -0.650710 0.378232 3.192003 0.3 0.2 0.1
C -1.752818 -0.460643 3.357553 0.1 -0.2 0.0
C -2.464378 -0.501022 4.548583 0.0 0.0 -0.1
C -2.116315 0.300111 5.622049 0.0 0.0 0.0
C -1.040991 1.159486 5.469772 0.0 0.0 0.0
C -0.328302 1.200214 4.281883 -0.1 0.0 -0.1
H 3.726764 0.429324 3.561204 0.0 0.0 0.0
H 2.630063 -0.954317 3.425406 0.0 0.0 0.0
H 2.263477 0.350788 4.549174 0.0 0.0 0.0
H 3.019715 3.133765 2.218319 -0.1 0.0 0.0
H 1.800284 3.141508 3.483247 0.0 0.0 0.0
H 1.321069 3.438160 1.818081 -0.1 0.0 0.1
H 3.517787 1.285245 0.393063 0.0 0.0 0.1
H 2.139381 0.493734 -0.298740 0.0 0.0 -0.1
H 3.206200 -0.428528 0.739552 0.0 0.0 0.0
H -2.069784 -1.094296 2.549767 0.0 -0.1 -0.1
H -3.307683 -1.176229 4.625802 0.0 0.0 0.0
H -2.669955 0.260667 6.550648 0.0 0.0 0.0
H -0.748275 1.816154 6.280065 0.0 0.0 0.0
H 0.472344 1.912275 4.205980 0.1 0.1 0.0
```
Forces are in eV/Å.

## Properties
Net charge: 0
DFT total energy (a.u.): -4077.65477
HOMO-LUMO gap (spin up / spin down) (Eh): 0.226 / 0.224
2S+1: 1
Energy relative to the best compared isomer or geometry (same formula, charge and spin) (kJ/mol): 118.7

Atomic partial charges in e from the Mulliken method, atoms 1 to 6: number 1, Os, carries 2.3489; number 2, C, carries -1.0589; number 3, Sb, carries -0.1416; number 4, C, carries 1.6311; number 5, C, carries -0.7049; number 6, C, carries -1.2510

=====

DFT (wB97M-V/def2-TZVPD) results for a molecular structure, C39H54N6O7P2Sn.

Structure (XYZ):
```
109
Properties=species:S:1:pos:R:3:forces:R:3
Sn 0.236543 -0.249514 0.470923 0.1 0.1 0.3
O 6.101431 -0.272645 1.097364 0.0 0.0 0.0
C 5.203641 0.332097 0.220539 0.0 0.0 0.0
C 4.492948 -0.563063 -0.830299 0.0 0.0 0.0
C 2.986631 -0.268994 -1.010831 0.0 0.0 -0.1
N 2.335307 0.243169 0.162074 0.0 0.0 0.0
C 2.896376 0.936893 1.063848 0.0 0.0 0.0
C 4.303130 1.366462 0.937115 0.0 0.0 0.0
C 2.056396 1.145535 2.335720 0.1 0.0 0.0
O 2.587237 1.662091 3.290680 0.0 0.0 0.0
O 0.872525 0.620852 2.285242 -0.1 -0.1 0.0
C 2.097806 -1.396273 -1.547591 0.0 0.0 0.0
O 2.585184 -2.271667 -2.231046 0.0 0.0 0.0
O 0.832805 -1.305879 -1.232930 0.0 0.0 0.0
H 6.629209 -0.920146 0.617618 0.0 0.0 0.0
H 4.782392 -1.611904 -0.862819 0.0 0.0 0.0
H 4.698563 1.673351 1.901239 0.0 0.0 0.0
O 1.020598 3.244244 0.830471 0.0 0.0 0.0
C 0.492540 2.806480 -0.171880 0.0 0.1 0.2
O -0.082681 1.634348 -0.272590 -0.1 -0.1 -0.5
C 0.476634 3.588442 -1.469119 0.0 0.1 0.0
P 1.270420 2.539974 -2.779702 0.0 0.0 0.0
C 1.731860 3.826607 -4.007065 0.0 0.0 0.0
C 2.721898 4.787916 -3.810186 0.0 0.0 0.0
C 2.979986 5.743464 -4.779985 0.0 0.0 0.0
C 2.248970 5.752937 -5.961593 0.0 0.0 0.0
C 1.263921 4.801032 -6.170670 0.0 0.0 0.0
C 1.012060 3.840369 -5.199568 0.0 0.0 0.0
C 2.857619 2.155133 -1.936267 0.0 0.0 0.0
C 3.353096 0.762314 -2.164002 0.0 0.0 0.0
C 4.851378 0.466574 -1.935014 0.0 0.0 0.0
C 5.551378 1.365576 -0.892997 0.0 0.0 0.0
C 4.623785 2.406036 -0.213835 0.0 0.0 0.0
C 3.456136 2.902644 -1.008971 0.0 0.0 0.0
H 0.970318 4.547385 -1.319213 0.0 0.0 0.0
H -0.552918 3.764108 -1.788990 0.0 0.0 0.0
H 3.303888 4.783442 -2.897334 0.0 0.0 0.0
H 3.753762 6.482726 -4.615888 0.0 0.0 0.0
H 2.452614 6.499195 -6.718744 0.0 0.0 0.0
H 0.695588 4.799258 -7.091872 0.0 0.0 0.0
H 0.251292 3.086847 -5.368566 0.0 0.0 0.0
H 3.003440 0.359280 -3.113924 0.0 0.0 0.0
H 5.425840 0.197800 -2.816448 0.0 0.0 0.0
H 6.565929 1.688677 -1.112392 0.0 0.0 0.0
H 5.177615 3.241054 0.209016 0.0 0.0 0.0
H 3.069991 3.879322 -0.742201 0.0 0.0 0.0
C 0.395412 -2.190828 3.002126 0.0 0.0 0.0
N 0.943016 -2.188235 1.605627 0.0 -0.1 0.0
C 0.390435 -3.398360 0.905854 0.0 0.0 0.0
N 0.726800 -4.622530 1.605534 0.0 0.0 0.0
C 0.181997 -4.554520 2.961213 0.0 0.0 0.0
N 0.722502 -3.415902 3.704905 0.0 0.0 0.0
C 2.179785 -3.546164 3.756341 0.0 0.0 0.0
N 2.766019 -3.592360 2.413837 0.0 0.0 0.0
C 2.422297 -2.368512 1.716101 0.0 0.0 0.0
C 2.183224 -4.727517 1.691013 0.0 0.0 0.0
H -0.683384 -2.071802 2.922668 -0.1 0.0 0.0
H 0.809562 -1.333063 3.529440 0.0 0.0 0.0
H 0.789083 -3.422067 -0.106653 0.0 0.0 0.0
H -0.688475 -3.267518 0.863211 0.0 0.0 0.0
H 0.428414 -5.474979 3.492894 0.0 0.0 0.0
H -0.904475 -4.460513 2.903723 0.0 0.0 0.0
H 2.438247 -4.464324 4.285552 0.0 0.0 0.0
H 2.595849 -2.695616 4.298994 0.0 0.0 0.0
H 2.844861 -2.401703 0.710510 0.0 0.0 0.0
H 2.834747 -1.517297 2.259482 0.0 0.0 0.0
H 2.446343 -5.648873 2.212460 0.0 0.0 0.0
H 2.597715 -4.759950 0.681703 0.0 0.0 0.0
C -3.132845 2.223468 0.435594 0.0 0.0 0.0
C -3.575403 1.017180 -0.410554 0.0 0.0 0.0
C -2.823541 1.069576 -1.756823 0.0 0.1 0.0
C -5.070262 1.184473 -0.715108 0.0 0.0 0.0
P -3.121925 -0.553303 0.527096 0.0 0.1 0.1
N -1.594895 -0.871029 0.598211 0.0 -0.1 0.0
C -3.964854 -2.000301 -0.331650 0.0 0.0 0.0
C -3.747508 -1.890740 -1.849747 0.0 0.0 0.0
C -3.261180 -3.305590 0.071585 0.0 0.0 0.0
C -5.469040 -2.130412 -0.065166 0.0 0.0 0.0
C -3.769104 -0.415510 2.301780 0.0 0.0 0.0
C -5.164971 0.192733 2.477874 0.0 0.0 0.0
C -3.787551 -1.824016 2.918873 0.0 0.0 0.0
C -2.770239 0.409568 3.136659 0.0 0.0 0.0
H -3.183267 3.116863 -0.191968 0.0 0.0 0.0
H -2.110354 2.131682 0.796413 0.0 0.0 0.0
H -3.796498 2.390373 1.282213 0.0 0.0 0.0
H -2.777631 2.113989 -2.076242 0.0 0.0 0.0
H -3.343174 0.518711 -2.536232 0.1 0.1 0.0
H -1.801815 0.709345 -1.695406 0.1 0.0 0.0
H -5.207285 2.163771 -1.182617 0.0 0.0 0.0
H -5.699412 1.157322 0.172746 0.0 0.0 0.0
H -5.436372 0.440738 -1.420471 0.0 0.0 0.0
H -2.703937 -1.687840 -2.093541 0.0 0.0 0.0
H -4.378507 -1.135971 -2.313241 0.0 0.0 0.0
H -4.012375 -2.852614 -2.296164 0.0 0.0 0.0
H -2.240052 -3.306374 -0.303823 0.0 0.0 0.0
H -3.795378 -4.135112 -0.399746 0.0 0.0 0.0
H -3.240664 -3.489754 1.142328 0.0 0.0 0.0
H -6.020328 -1.220363 -0.295239 0.0 0.0 0.0
H -5.691886 -2.414254 0.961911 0.0 0.0 -0.1
H -5.861131 -2.921718 -0.709975 0.0 0.0 0.0
H -5.934714 -0.328277 1.911720 0.0 0.0 0.0
H -5.191783 1.247923 2.210409 0.0 0.0 0.0
H -5.434252 0.125244 3.535767 0.0 0.0 0.0
H -4.561790 -2.463163 2.498912 0.1 0.0 0.0
H -3.989412 -1.726136 3.987966 0.0 0.0 0.0
H -2.827341 -2.324496 2.804793 0.0 0.0 0.0
H -2.895914 1.480186 3.004083 0.0 0.1 -0.1
H -1.734159 0.161648 2.909447 0.0 0.0 0.0
H -2.942304 0.191267 4.193481 0.0 0.0 0.0
```
Forces are in eV/Å.

## Properties
Net charge: 0
DFT total energy (a.u.): -3270.80530
HOMO-LUMO gap (Eh): 0.317
2S+1: 1
Energy relative to the best compared isomer or geometry (same formula, charge and spin) (kJ/mol): 149.8

Atomic partial charges in e from the Mulliken method, atoms 1 to 6: number 1, Sn, carries 4.1447; number 2, O, carries -0.6530; number 3, C, carries 0.3895; number 4, C, carries -1.1955; number 5, C, carries 1.2121; number 6, N, carries 0.0359